1.
DFT (ωB97M-V with the def2-TZVPD basis set) results for a molecular structure, C28H40N5O3RuSSi2Te at a distorted geometry.

Energy relative to the best compared isomer or geometry (same formula, charge and spin) = 2.012 eV
HOMO level = -15.00 eV
Orbital gap = 0.115 Eh

ORCA input file:
```
! wB97M-V def2-TZVPD RIJCOSX def2/J DEFGRID3
* xyz 3 1
Ru 2.6257 -0.5686 -0.2221
N 6.6905 -0.0365 0.1513
C 6.8778 -1.3646 -0.1996
C 8.0352 -2.1201 -0.3229
C 7.8733 -3.4225 -0.7508
C 6.6088 -3.9413 -1.0589
C 5.4588 -3.1880 -0.9301
C 5.5987 -1.8795 -0.4687
N 4.6726 -0.8579 -0.2570
C 5.3820 0.2213 0.0984
C 4.6908 1.4735 0.2977
C 5.1445 2.7348 0.5437
S 3.8389 3.8368 0.5240
C 2.7595 2.5667 0.1960
N 3.3268 1.3905 0.1066
H 7.4202 0.6210 0.3845
H 9.0122 -1.7113 -0.1086
H 8.7426 -4.0537 -0.8685
H 6.5395 -4.9568 -1.4221
H 4.4996 -3.5956 -1.2090
H 6.1522 3.0710 0.7247
H 1.6965 2.7174 0.0668
C 0.6858 0.2357 3.3423
C 0.7433 -0.5899 2.0795
C 0.1681 -1.9847 2.2941
O 2.1630 -0.7090 1.6565
C 0.0114 0.0364 0.8746
O -1.1010 0.4827 1.0578
O 0.5833 -0.0511 -0.2767
H 1.1932 -0.2797 4.1599
H -0.3553 0.3705 3.6255
H 1.1374 1.2200 3.2048
H 0.6674 -2.4750 3.1304
H 0.2673 -2.6022 1.4047
H -0.8890 -1.8936 2.5354
H 2.7861 -0.4968 2.3682
N -0.7942 -4.3950 -3.8514
C -0.0630 -4.3044 -2.9726
C 0.8115 -4.1195 -1.8578
C 1.1967 -5.1660 -1.0190
C 2.0095 -4.8730 0.0674
C 2.4082 -3.5679 0.2794
N 2.0472 -2.5663 -0.5355
C 1.2652 -2.8333 -1.5830
H 0.8637 -6.1762 -1.2151
H 2.3319 -5.6471 0.7483
H 3.0422 -3.3056 1.1175
H 0.9704 -2.0009 -2.2145
C -7.0077 1.3680 -3.4510
Si -5.9118 0.4487 -2.2434
C -6.6713 0.1195 -0.5663
C -5.0396 -1.0326 -2.9763
C -4.4612 1.9353 -1.9253
Te -3.0567 1.0930 -0.6968
C -3.7119 1.9309 1.0668
Si -3.0578 3.7935 1.4076
C -1.2022 3.7088 1.7195
C -3.4625 4.8208 -0.1059
C -4.0523 4.2559 2.9241
H -7.8377 0.7055 -3.7085
H -6.4871 1.6119 -4.3762
H -7.4373 2.2787 -3.0377
H -7.5398 -0.5283 -0.7108
H -7.0304 1.0262 -0.0788
H -6.0032 -0.4003 0.1210
H -5.7677 -1.8434 -3.0597
H -4.2102 -1.4232 -2.3866
H -4.6699 -0.8256 -3.9814
H -5.0328 2.7560 -1.5040
H -4.1541 2.1019 -2.9536
H -3.3661 1.3383 1.9068
H -4.7925 2.0615 1.0435
H -0.6977 2.9710 1.0968
H -0.9975 3.4522 2.7601
H -0.7662 4.6917 1.5294
H -2.9816 4.4820 -1.0241
H -3.1136 5.8410 0.0746
H -4.5349 4.8874 -0.2905
H -3.8388 3.6061 3.7723
H -5.1258 4.2501 2.7432
H -3.7772 5.2724 3.2151
*
```

Population analysis type Mulliken, resulting atomic charges in e: 0.53 -0.01 0.52 -1.13 -0.50 -0.80 -0.28 0.24 0.12 0.12 -0.33 -0.25 -0.07 -0.25 0.17 0.26 0.43 0.41 0.45 0.46 0.42 0.44 -1.80 1.70 -1.73 -0.38 0.52 -0.55 -0.72 0.54 0.35 0.42 0.43 0.34 0.39 0.26 -0.41 -0.38 0.37 -0.26 -0.94 -0.70 0.85 -0.25 0.56 0.57 0.50 0.53 -1.01 0.10 -0.96 -0.99 -0.75 0.82 -0.85 0.08 -0.41 -1.05 -1.04 0.37 0.38 0.37 0.41 0.36 0.37 0.34 0.41 0.35 0.24 0.58 0.53 0.41 -0.33 0.35 0.49 0.38 0.40 0.36 0.37 0.36 0.37

2.
DFT (ωB97M-V with the def2-TZVPD basis set) results for 11 unconnected molecules or ions with the total composition C20H62O11 at a distorted geometry.

Energy relative to the best compared isomer or geometry (same formula, charge and spin) = 4.372 eV
HOMO level = -9.90 eV
SMILES = CCO.CCO.CCO.CCO.CCO.CCO.CCO.CCO.CCO.CO.CO
Orbital gap = 0.376 Eh

ORCA input file:
```
! wB97M-V def2-TZVPD RIJCOSX def2/J DEFGRID3
* xyz 0 1
C -6.0307 -4.6617 -3.0197
O -6.1948 -5.4545 -1.8530
H -6.2273 -3.6503 -2.6641
H -5.0005 -4.7200 -3.3712
H -6.6470 -4.9186 -3.8812
H -5.8115 -6.3309 -1.9352
C -3.4578 4.8958 2.3054
O -3.7351 4.3758 1.0280
H -2.9396 4.1098 2.8547
H -2.7880 5.7554 2.3270
H -4.2295 5.1621 3.0278
H -3.0497 3.7484 0.7868
C -0.0358 -1.1093 -0.7015
C 1.1219 -0.0707 -0.5044
O 0.4715 0.8232 0.3178
H 0.3099 -2.0514 -1.1270
H -0.8536 -0.8020 -1.3533
H -0.4861 -1.4030 0.2467
H 1.5770 0.3457 -1.4031
H 1.9262 -0.5056 0.0889
H 1.0401 1.5098 0.6739
C -4.7795 1.4832 -5.9924
C -5.2016 0.4830 -7.1098
O -4.2923 -0.6129 -7.1373
H -5.1351 2.4944 -6.1905
H -3.6976 1.6142 -5.9746
H -5.0145 1.1404 -4.9847
H -5.1314 0.9218 -8.1051
H -6.2393 0.1659 -7.0062
H -4.6260 -1.2059 -7.8145
C -9.4181 -4.0731 4.2589
C -8.1464 -4.8276 4.4992
O -7.1906 -3.9982 3.7477
H -10.2861 -4.5670 4.6956
H -9.7275 -3.8228 3.2441
H -9.2608 -3.0751 4.6681
H -8.2046 -5.8375 4.0931
H -7.8137 -4.9150 5.5335
H -7.1899 -4.3693 2.8623
C 1.7332 5.0474 8.4064
C 2.6038 5.0131 9.6711
O 3.9843 5.3265 9.3852
H 1.9208 4.2517 7.6855
H 1.9619 5.9793 7.8893
H 0.7368 5.0073 8.8466
H 2.5523 4.0114 10.0978
H 2.2280 5.5421 10.5469
H 4.3717 4.5682 8.9419
C 5.5388 4.6715 -7.0195
C 4.5406 5.7294 -7.5914
O 3.2013 5.3109 -7.3523
H 5.6581 4.0498 -7.9069
H 5.2541 4.1759 -6.0914
H 6.4958 5.1377 -6.7852
H 4.7950 5.8721 -8.6417
H 4.5245 6.7225 -7.1424
H 2.9730 4.6808 -8.0397
C 4.0355 7.1460 -0.6268
C 4.6826 5.9952 0.1899
O 4.0207 5.5959 1.3555
H 4.6979 7.4784 -1.4260
H 3.8542 7.9512 0.0851
H 3.0822 6.9757 -1.1271
H 5.6873 6.2322 0.5398
H 4.7185 5.1346 -0.4781
H 4.5918 5.7918 2.1019
C 0.6393 -6.8506 -7.3446
C 1.1247 -7.3903 -8.6928
O 0.1198 -7.0001 -9.5416
H -0.1243 -7.4080 -6.8021
H 0.7257 -5.7679 -7.2523
H 1.5705 -7.0165 -6.8031
H 1.2461 -8.4732 -8.6690
H 2.1315 -7.0821 -8.9746
H -0.7326 -7.4144 -9.3887
C 7.9079 0.4395 3.5638
C 6.9458 0.1771 4.6733
O 7.0707 1.0994 5.7601
H 8.9190 0.6028 3.9367
H 7.4550 1.2251 2.9590
H 7.9109 -0.3922 2.8593
H 7.1102 -0.8283 5.0610
H 5.9127 0.2623 4.3364
H 7.8416 0.8056 6.2510
C -0.8454 -4.8073 6.0000
C -0.6736 -5.8499 4.9017
O -0.7415 -7.1501 5.4584
H -0.7490 -3.7958 5.6054
H -0.0123 -4.9236 6.6932
H -1.8059 -4.9740 6.4875
H 0.2899 -5.9012 4.3947
H -1.4503 -5.7189 4.1483
H 0.1637 -7.3126 5.7340
*
```

Population analysis type Mulliken, resulting atomic charges in e: -0.46 -0.51 0.20 0.24 0.24 0.29 -0.56 -0.49 0.22 0.26 0.26 0.32 -1.07 -0.14 -0.50 0.35 0.28 0.28 0.28 0.23 0.27 -1.02 -0.19 -0.52 0.33 0.29 0.28 0.26 0.28 0.29 -0.92 -0.22 -0.52 0.32 0.30 0.26 0.24 0.24 0.30 -0.84 -0.37 -0.53 0.29 0.26 0.28 0.26 0.35 0.30 -0.87 -0.27 -0.51 0.27 0.28 0.28 0.25 0.29 0.29 -0.95 -0.20 -0.52 0.31 0.26 0.29 0.30 0.20 0.32 -0.94 -0.32 -0.52 0.34 0.30 0.29 0.23 0.31 0.32 -0.81 -0.31 -0.51 0.30 0.21 0.30 0.26 0.26 0.30 -0.85 -0.32 -0.52 0.31 0.26 0.25 0.29 0.26 0.31